[1]
Formula: C30H60O14
Source: OMol25
Level of theory: wB97M-V/def2-TZVPD

Positions of all 104 atoms, in Å:
O (-5.871, -1.413, -0.366)
C (-5.357, -0.235, -0.368)
O (-4.119, 0.072, -0.676)
C (-3.220, -0.756, -1.444)
C (-2.350, 0.156, -2.320)
C (-6.125, 0.742, 0.417)
H (-3.744, -1.399, -2.123)
H (-2.750, -1.580, -0.966)
H (-1.566, 0.576, -1.787)
H (-2.701, 0.982, -2.904)
H (-1.955, -0.347, -3.331)
H (-7.005, 1.017, 0.102)
H (-5.533, 1.756, 0.813)
H (-6.277, 0.563, 1.406)
O (0.984, -7.731, -2.308)
C (1.993, -7.497, -3.126)
O (2.802, -6.500, -2.901)
C (2.607, -5.695, -1.659)
C (3.750, -4.729, -1.574)
C (2.423, -8.294, -4.253)
H (2.536, -6.390, -0.765)
H (1.521, -5.200, -1.650)
H (3.819, -4.158, -0.647)
H (3.871, -3.954, -2.476)
H (4.596, -5.197, -1.990)
H (2.648, -7.861, -5.152)
H (1.854, -9.218, -4.467)
H (3.390, -8.532, -3.890)
O (0.592, -0.601, 2.157)
C (-0.143, -0.179, 1.245)
O (-0.017, -0.571, 0.041)
C (1.077, -1.369, -0.423)
C (0.877, -1.782, -1.917)
C (-1.379, 0.555, 1.493)
H (1.499, -2.020, 0.198)
H (2.061, -0.742, -0.187)
H (0.090, -2.305, -1.750)
H (1.772, -2.387, -2.193)
H (0.791, -0.952, -2.654)
H (-1.813, 0.993, 0.743)
H (-1.269, 1.296, 2.177)
H (-1.944, -0.330, 1.717)
O (-1.003, 3.523, -2.881)
C (-0.104, 3.374, -3.667)
O (0.028, 4.067, -4.773)
C (-1.109, 4.880, -5.167)
C (-0.761, 5.681, -6.405)
C (0.850, 2.311, -3.512)
H (-1.300, 5.691, -4.456)
H (-2.018, 4.320, -5.381)
H (-1.541, 6.244, -6.958)
H (-0.180, 5.171, -7.308)
H (-0.036, 6.534, -6.273)
H (2.019, 2.764, -3.789)
H (0.588, 1.372, -4.047)
H (0.800, 2.045, -2.466)
O (4.833, 3.894, -0.564)
C (4.379, 3.072, 0.238)
O (3.068, 3.064, 0.620)
C (2.125, 4.018, 0.049)
C (0.770, 3.994, 0.743)
C (5.259, 1.925, 0.776)
H (2.148, 4.152, -1.077)
H (2.546, 4.952, 0.337)
H (0.256, 2.997, 0.313)
H (0.149, 4.717, 0.510)
H (0.778, 3.848, 1.760)
H (5.261, 1.711, 1.892)
H (6.189, 1.853, 0.508)
H (5.007, 0.904, 0.480)
O (-1.813, 4.371, 5.053)
C (-0.699, 4.921, 4.874)
O (0.415, 4.132, 4.731)
C (0.245, 2.637, 4.700)
C (1.606, 1.972, 4.552)
C (-0.404, 6.364, 5.047)
H (-0.487, 2.020, 4.025)
H (-0.230, 2.593, 5.677)
H (2.265, 2.129, 5.412)
H (2.072, 1.804, 3.627)
H (1.518, 0.925, 4.474)
H (-0.701, 6.822, 3.999)
H (0.772, 6.697, 5.271)
H (-1.126, 6.660, 5.689)
C (0.679, -1.928, 5.208)
C (-0.721, -1.677, 4.751)
O (-1.474, -0.733, 5.195)
C (-1.353, -2.678, 3.792)
H (0.738, -2.786, 5.802)
H (1.043, -0.975, 5.699)
H (1.269, -2.178, 4.349)
H (-0.623, -3.091, 3.155)
H (-1.913, -2.022, 3.194)
H (-1.997, -3.488, 4.246)
C (-3.269, -3.346, 0.211)
C (-2.243, -3.342, -0.826)
O (-2.531, -2.954, -2.196)
C (-0.853, -3.596, -0.450)
H (-4.174, -2.882, 0.169)
H (-2.859, -2.887, 1.167)
H (-3.275, -4.367, 0.608)
H (-0.107, -3.603, -1.147)
H (-0.636, -4.546, -0.082)
H (-0.554, -2.834, 0.283)

Computed properties:
Gap between HOMO and LUMO = 9.597 eV
HOMO level = -9.691 eV
SMILES = CCOC(C)=O.CCOC(C)=O.CCOC(C)=O.CCOC(C)=O.CCOC(C)=O.CCOC(C)=O.CC(C)=O.CC(C)=O
Relative energy (zero: lowest compared OMol25 entry of this formula, charge and spin) = 12.8480 eV

---

[2]
Formula: C4H10N3
Source: OMol25
Level of theory: wB97M-V/def2-TZVPD

Positions of all 17 atoms, in Å:
C (-3.629, -0.250, -0.015)
C (0.244, 0.412, 0.015)
C (2.540, -0.470, -0.002)
C (1.631, 0.689, 0.273)
N (-2.666, -0.923, -0.050)
N (-4.729, 0.490, 0.043)
N (-0.211, -0.745, -0.362)
H (-0.286, 1.214, 0.386)
H (2.330, -1.315, 0.671)
H (3.645, -0.248, 0.256)
H (2.334, -0.987, -0.918)
H (1.936, 1.494, -0.469)
H (2.003, 1.003, 1.264)
H (-4.977, 0.994, 0.986)
H (-5.542, 0.214, -0.347)
H (-1.182, -0.961, -0.354)
H (0.460, -1.474, -0.644)

Computed properties:
Gap between HOMO and LUMO = 10.228 eV
HOMO level = -14.397 eV
Relative energy (zero: lowest compared OMol25 entry of this formula, charge and spin) = 2.2184 eV
Net charge = +1